# 1
Density functional theory data (wB97M-V/def2-TZVPD) for a 2-piece molecular cluster, C16H17N overall in a non-equilibrium geometry.

Each line ends with the Mulliken charge.
Atoms and positions in Å:
C -2.228 -1.005 3.555  -1.7011
C -1.126 -0.346 2.864  0.8983
C 0.243 -0.382 3.268  -0.7708
N 0.923 0.666 2.616  -0.0898
C 0.077 1.125 1.582  -0.2258
C 0.488 2.079 0.601  -0.6909
C -0.574 2.592 -0.147  -0.7404
C -1.848 1.920 -0.098  -0.2577
C -2.253 1.009 0.888  -0.5924
C -1.213 0.587 1.714  0.8179
H -2.239 -1.021 4.628  0.3918
H -2.282 -2.079 3.548  0.3781
H -3.226 -0.753 3.338  0.4372
H 0.352 -0.988 4.119  0.4409
H 1.910 0.820 2.491  0.2500
H 1.518 2.384 0.524  0.3799
H -0.505 3.244 -0.974  0.3891
H -2.432 2.344 -0.954  0.2598
H -3.162 0.452 0.843  0.3917
C 0.371 -1.680 -0.269  -1.0471
C 0.743 -1.249 -1.566  1.2619
C 2.097 -0.968 -1.830  -0.5089
C 2.545 -0.700 -3.129  -0.2471
C 1.668 -0.528 -4.200  -0.7484
C 0.347 -0.955 -3.881  -0.2302
C -0.068 -1.385 -2.663  -0.8055
H -0.713 -1.756 -0.154  0.3119
H 0.753 -1.110 0.607  0.0705
H 0.802 -2.770 -0.017  0.2807
H 2.718 -0.876 -0.941  0.3297
H 3.692 -0.501 -3.131  0.2106
H 2.064 -0.083 -5.033  0.4957
H -0.239 -0.957 -4.808  0.3150
H -1.087 -1.705 -2.526  0.3455

## Properties
**Electronic energy**: -18355.635 eV
**Total charge**: 0
**Energy above the lowest of the compared OMol25 structures with the same formula, charge and spin**: 261.1 kJ/mol
**Spin multiplicity**: 1
**Kohn-Sham gap**: 0.3155 hartree
**LUMO energy**: 0.78 eV

=====

# 2
Density functional theory data (wB97M-V/def2-TZVPD) for one molecule with the formula C2H3N3O3 in a non-equilibrium geometry.

Each line ends with the Mulliken charge.
Atoms and positions in Å:
N 2.030 -0.301 0.317  -0.5599
N 0.742 -0.510 -0.515  0.1529
O 0.199 -1.787 -0.163  -0.1581
N -1.227 -1.488 0.206  -0.3143
C -1.391 -0.209 -0.105  0.4414
O -2.574 0.243 0.103  -0.4252
C -0.057 0.534 -0.409  0.5106
O 0.326 1.662 -0.005  -0.6147
H 1.622 0.588 1.054  0.3212
H 2.875 0.131 -0.186  0.2820
H -2.544 1.138 -0.297  0.3640

## Properties
**Electronic energy**: -12729.346 eV
**Total charge**: 0
**Energy above the lowest of the compared OMol25 structures with the same formula, charge and spin**: 445.0 kJ/mol
**Spin multiplicity**: 1
**Kohn-Sham gap**: 0.3536 hartree
**LUMO energy**: -0.43 eV

=====

# 3
Density functional theory data (wB97M-V/def2-TZVPD) for a 6-piece molecular cluster, C6H24N2O5 overall in a non-equilibrium geometry.

Each line ends with the Mulliken charge.
Atoms and positions in Å:
C 0.615 -2.068 1.447  -0.7430
C 0.676 -0.888 2.069  -0.3060
C -0.669 -0.162 2.401  -0.8029
C -1.334 0.651 1.290  1.6907
C -2.709 1.083 1.783  -1.6200
N -1.268 -0.035 0.003  0.1896
C -2.487 -0.532 -0.632  -0.7017
N -2.333 -1.766 -1.349  -0.6668
H -0.348 -2.507 1.251  0.2151
H 1.432 -2.578 0.923  0.3964
H 1.659 -0.474 2.096  0.2337
H -0.411 0.430 3.306  0.4058
H -1.264 -1.033 2.688  0.3171
H -0.751 1.584 1.174  -0.9196
H -3.045 0.338 2.510  0.4082
H -2.673 1.836 2.629  0.3850
H -3.473 1.281 1.025  0.4410
H -0.542 -0.747 0.015  -0.1441
H -3.339 -0.517 0.039  0.4609
H -2.728 0.231 -1.427  0.3050
H -1.450 -1.752 -1.852  0.2818
H -2.216 -2.514 -0.664  0.2828
O 2.755 -2.188 -1.363  -0.6578
H 2.079 -1.456 -1.280  0.2971
H 3.421 -1.752 -0.817  0.3342
O 0.760 1.518 -1.649  -0.7888
H 0.203 1.398 -2.418  0.2360
H 0.284 1.054 -0.937  0.4818
O 0.681 3.884 0.831  -0.6422
H 0.032 3.228 0.576  0.3227
H 1.593 3.668 0.686  0.3047
O 2.908 0.700 -0.457  -0.5787
H 3.455 1.387 -0.071  0.2480
H 2.228 1.182 -0.997  0.3215
O 0.900 -0.853 -2.722  -0.5263
H 1.555 -0.360 -3.207  0.2728
H 0.783 -1.773 -2.975  0.2660

## Properties
**Electronic energy**: -19827.211 eV
**Total charge**: 0
**Energy above the lowest of the compared OMol25 structures with the same formula, charge and spin**: 211.3 kJ/mol
**Spin multiplicity**: 1
**Kohn-Sham gap**: 0.3439 hartree
**LUMO energy**: 0.37 eV

=====

# 4
Density functional theory data (wB97M-V/def2-TZVPD) for a 2-piece molecular cluster, C8H17N2 overall in a non-equilibrium geometry.

Each line ends with the Mulliken charge.
Atoms and positions in Å:
C 0.247 0.988 1.367  -0.4424
C -0.458 1.910 0.558  -0.0016
C 1.392 0.220 1.050  0.7674
C -0.571 -1.737 -0.452  0.4023
C 1.770 -0.685 2.204  -1.3846
C 2.160 0.447 -0.203  -1.3457
C -1.295 -3.105 -0.602  -1.2638
C -1.563 2.555 -1.542  -0.9200
N -0.793 -0.784 -1.294  -0.5279
N -0.593 1.862 -0.699  0.0164
H -0.208 0.870 2.341  0.3657
H -0.985 2.721 1.203  0.3253
H 2.192 -1.635 1.880  0.4387
H 0.868 -1.129 2.826  0.3296
H 2.548 -0.209 2.786  0.3891
H 3.053 -0.192 -0.133  0.3620
H 2.480 1.383 -0.362  0.4655
H 1.566 0.252 -1.063  0.3847
H -2.300 -2.956 -0.404  0.3897
H -1.005 -3.817 0.185  0.3425
H -1.146 -3.399 -1.666  0.3434
H -2.408 1.931 -1.674  0.3423
H -1.786 3.476 -1.011  0.3672
H -1.169 2.674 -2.554  0.3200
H -0.478 0.888 -1.093  0.1916
H -1.546 -1.012 -2.018  0.1992
H 0.032 -1.518 0.369  0.1433

## Properties
**Electronic energy**: -11543.411 eV
**Total charge**: +1
**Energy above the lowest of the compared OMol25 structures with the same formula, charge and spin**: 268.6 kJ/mol
**Spin multiplicity**: 1
**Kohn-Sham gap**: 0.3296 hartree
**LUMO energy**: -4.25 eV

=====

# 5
Density functional theory data (wB97M-V/def2-TZVPD) for C5H9MgO4Rh as an isolated structure in a non-equilibrium geometry.

Each line ends with the Mulliken charge.
Atoms and positions in Å:
O -0.709 2.455 -0.402  -0.5247
C 0.456 1.882 -0.179  0.6098
C 0.646 0.618 0.296  0.1464
O -0.619 -0.011 0.592  -0.2898
C -0.908 -1.137 -0.219  -0.3932
C -2.374 -1.454 -0.070  -0.5153
O -3.102 -0.263 -0.357  -0.2583
C -4.509 -0.457 -0.413  -0.7478
Mg -2.161 1.469 0.514  0.4073
H 1.356 2.487 -0.388  0.3881
H -0.299 -2.003 0.084  0.3589
H -0.679 -0.898 -1.270  0.3527
H -2.611 -1.788 0.953  0.3465
H -2.660 -2.247 -0.777  0.3787
H -4.973 0.524 -0.563  0.2807
H -4.760 -1.119 -1.253  0.2889
H -4.873 -0.897 0.527  0.3309
H 4.248 -0.340 -0.918  0.3513
Rh 2.435 -0.102 0.731  0.2831
O 4.076 -0.382 0.037  -0.7943

## Properties
**Electronic energy**: -21961.761 eV
**Total charge**: +1
**Energy above the lowest of the compared OMol25 structures with the same formula, charge and spin**: 0.0 kJ/mol
**Spin multiplicity**: 6
**Kohn-Sham gap (alpha / beta)**: 0.2063 / 0.2795 hartree
**LUMO energy (alpha / beta)**: -3.15 / -6.71 eV

=====

# 6
Density functional theory data (wB97M-V/def2-TZVPD) for one molecule with the formula C4H5FN2O in a non-equilibrium geometry.

Each line ends with the Mulliken charge.
Atoms and positions in Å:
C 1.482 0.201 0.899  -0.9207
C 1.071 -0.001 -0.457  0.2308
F 1.697 -1.190 -0.923  -0.3010
C -0.494 -0.240 -0.330  0.2773
C -1.560 0.665 -0.653  -0.2542
N -2.736 0.000 -0.317  -0.2795
N -2.526 -1.116 0.191  -0.1481
O -1.114 -1.282 0.202  -0.1551
H 0.696 0.794 1.539  0.2769
H 1.288 -0.900 1.017  0.2814
H 2.471 0.515 0.921  0.3249
H 1.091 0.873 -1.129  0.3159
H -1.365 1.680 -0.960  0.3514

## Properties
**Electronic energy**: -11970.671 eV
**Total charge**: 0
**Energy above the lowest of the compared OMol25 structures with the same formula, charge and spin**: 325.3 kJ/mol
**Spin multiplicity**: 1
**Kohn-Sham gap**: 0.3983 hartree
**LUMO energy**: 0.74 eV